66
Properties=species:S:1:pos:R:3:forces:R:3 method="wB97M-V/def2-TZVPD" e_above_lowest_kcal_mol=42.5 lumo_energy_ev=-0.17 max_force_ha_per_bohr=0.097 homo_energy_ha=-0.4065 orbital_gap_ha=0.4002 multiplicity=1 molar_mass_g_mol=451.583
C 4.1864 2.8267 1.8985 -0.923 0.440 -1.426
C 4.2310 3.7728 0.7268 0.109 -0.094 0.800
N 4.2573 4.5041 -0.1641 -0.063 -0.491 0.445
H 4.5825 3.2423 2.8251 0.400 -0.155 -0.378
H 4.5861 1.8796 1.5361 0.525 0.114 0.468
H 3.1363 2.5958 2.0777 -0.140 0.129 0.050
C -0.8035 3.2115 2.7478 -0.327 1.833 -0.901
C -0.5072 4.5124 2.0711 0.752 0.209 -0.060
N -0.2355 5.5569 1.6548 -0.418 -1.009 0.210
H -1.1227 2.4961 1.9898 0.194 -0.080 0.211
H -1.6549 3.5279 3.3503 0.018 -0.703 0.514
H 0.0724 2.9044 3.3192 -0.272 -0.061 -0.069
C -4.0794 -4.0579 0.9787 -0.868 -0.460 -0.127
C -4.0768 -5.5256 1.0355 -0.333 -1.854 0.051
N -4.2148 -6.6828 1.0524 0.382 2.131 -0.006
H -4.5093 -3.7821 0.0157 0.683 0.111 -0.298
H -3.1083 -3.6070 1.1831 -0.247 -0.109 -0.170
H -4.8772 -3.7137 1.6368 0.363 0.074 0.562
C 3.6759 -1.8180 1.3238 -0.571 0.152 0.986
C 3.3429 -2.8003 0.3578 -0.546 -1.550 -2.652
N 3.0667 -3.5811 -0.4516 0.216 0.744 0.904
H 2.7408 -1.3263 1.5920 0.119 0.339 0.075
H 4.3935 -1.0843 0.9566 0.098 -0.265 0.248
H 3.9548 -2.4301 2.1815 0.616 0.640 0.341
C -3.6018 -0.4616 -3.0956 -0.116 0.206 -0.553
C -3.1328 -1.2185 -1.9583 -1.561 3.146 -3.240
N -2.7844 -1.7995 -1.0772 1.477 -2.859 3.822
H -4.3114 0.3444 -2.9089 -0.232 -0.393 0.677
H -4.0853 -1.2142 -3.7184 0.139 0.400 -0.578
H -2.7806 0.0785 -3.5669 0.220 -0.594 -0.281
C 0.1320 0.2998 4.7389 -0.423 -0.813 -1.104
C 1.4106 0.8232 5.2478 -2.034 -0.589 -0.543
N 2.3945 1.2467 5.6336 0.997 0.395 0.330
H -0.4379 0.9599 4.0850 0.255 0.715 0.605
H -0.5726 -0.1745 5.4220 0.456 0.453 0.631
H 0.2878 -0.4807 3.9942 0.730 -0.295 0.204
C -3.3925 3.9368 -1.9972 1.624 -1.427 -0.429
C -2.4545 2.9639 -1.3078 -1.827 1.837 -0.690
N -1.7667 2.2714 -0.7197 0.596 -0.794 0.458
H -2.9143 4.9161 -2.0170 -0.492 0.131 0.632
H -4.4180 3.8358 -1.6419 0.318 0.395 0.229
H -3.3621 3.6503 -3.0484 -0.282 -0.154 -0.109
C -0.2084 -4.0666 -1.8225 -0.356 0.221 0.249
C -0.5652 -4.6780 -0.5399 -0.060 0.235 -0.483
N -0.8219 -5.1247 0.4836 -0.088 -0.032 0.261
H -0.0143 -3.0089 -1.6446 0.608 -0.107 -0.009
H -1.0505 -4.0176 -2.5127 -0.089 -0.549 0.074
H 0.6327 -4.6142 -2.2475 0.015 0.360 -0.043
C 2.4534 -0.8965 -4.6064 -0.583 0.998 0.546
C 1.3539 -0.7458 -3.6015 -1.052 -0.950 1.675
N 0.5384 -0.6994 -2.7579 1.879 0.069 -2.322
H 2.1761 -0.2293 -5.4225 0.207 -0.160 -0.225
H 2.6634 -1.8988 -4.9797 -0.535 -0.023 0.299
H 3.3635 -0.5030 -4.1537 -0.038 0.024 0.097
C -0.8081 -0.8260 0.8024 -0.008 -0.226 0.039
C 0.1803 0.1054 1.3168 0.763 0.718 0.654
N 1.0149 0.8506 1.6178 -0.809 -0.762 -0.230
H -1.7083 -0.2988 0.4863 0.484 0.087 -0.571
H -1.2011 -1.6066 1.4538 0.553 0.174 0.590
H -0.2409 -1.3498 0.0330 -0.659 0.072 -0.572
C 1.4177 2.4789 -1.6073 0.249 -0.246 0.313
C 2.5858 1.6434 -1.7787 3.054 -2.170 -0.970
N 3.5186 0.9339 -1.8856 -2.525 1.939 0.335
H 1.4020 2.5379 -0.5190 -0.764 0.521 0.050
H 0.5434 1.9581 -1.9977 0.011 0.033 0.221
H 1.5281 3.4568 -2.0761 0.131 -0.070 0.184